C5H15N3 | ωB97M-V with the def2-TZVPD basis set

Computed properties:
ΔE to the lowest compared entry with this formula, charge and spin = 84.73 kcal/mol
SMILES = NCC(N)N.C=CC
HOMO-LUMO gap = 8.4 eV
multiplicity = 1

```
23
C5H15N3, DFT ωB97M-V with the def2-TZVPD basis set
H 1.4157 0.3003 -2.2005
H -1.2576 -2.1760 1.2510
H 3.3553 0.4390 0.4926
N 1.0003 1.1025 -1.7349
H -2.8527 1.0818 0.3086
H -1.2816 -1.2276 -1.0062
N 2.8375 -0.2641 -0.0205
H 0.2558 1.2773 -2.4061
H 3.0642 -0.9555 -0.7367
C -1.6834 -0.6584 -0.1736
H -2.2196 1.0718 -1.3378
H 1.2297 1.7420 0.2139
H 1.0366 -1.2385 -0.1677
H -0.3395 1.5076 -0.1211
C -1.6459 -1.1839 1.0702
C -2.6316 0.4438 -0.5468
H 0.2886 -0.7478 1.9528
C 0.6128 1.0250 -0.3406
H -3.5764 0.0207 -0.8920
H 1.6826 0.1570 2.3250
H -2.1133 -0.6680 1.8983
N 1.3052 -0.6060 1.7711
C 1.5173 -0.4428 0.4010
```

***

C28H27N4NiO2 | ωB97M-V with the def2-TZVPD basis set

Computed properties:
ΔE to the lowest compared entry with this formula, charge and spin = 0.00 kcal/mol
net charge = -1
HOMO-LUMO gap (spin up / spin down) = 5.0 / 6.6 eV
multiplicity = 3

```
62
C28H27N4NiO2, DFT ωB97M-V with the def2-TZVPD basis set
H 0.4935 -3.2688 -0.7164
C -5.6550 1.4055 1.5106
C -1.5716 -3.3559 -0.0716
H -6.3865 1.1464 0.7405
H -1.0376 -4.6745 -1.7151
C 0.1882 5.9599 -0.0494
C 1.8488 1.3799 -1.4074
C 0.2106 4.4172 0.0995
H -1.3840 -4.1340 0.6781
C -2.3537 0.3775 4.4226
C 1.0240 2.2820 -0.5727
C -0.5962 3.7725 0.9967
N 0.2264 1.6433 0.3072
H -3.6124 1.2822 1.9630
H -6.1922 -0.9416 1.3181
C 3.6287 0.9324 -2.9453
H -3.9158 -4.3573 0.2702
C -5.1744 -2.7547 0.8574
H -5.6442 2.4936 1.5978
C -4.2510 0.9238 1.1595
O 0.9918 6.4054 -0.8936
C 2.9127 1.8343 -2.1869
C -0.2658 -2.6027 -0.2985
C -3.7946 1.5850 -0.1452
C -1.3187 1.7001 2.1637
H 4.4562 1.2726 -3.5547
C 3.2781 -0.4113 -2.9135
H 3.1677 2.8836 -2.1843
H -1.2650 4.3906 1.5786
H -2.6673 -0.1767 5.2960
H -2.5010 2.3823 5.2952
H -1.5096 3.4672 3.3418
H 0.1435 -2.1709 0.6207
C -5.2338 -1.3893 1.0964
C -1.8857 -4.0593 -1.4035
H -2.7638 -4.6985 -1.3556
H -6.0602 -3.3727 0.9344
H -4.4601 1.2863 -0.9613
H 1.9072 -1.8212 -2.0439
O -0.6283 6.5493 0.6813
N -1.6376 -0.4584 0.9752
C -2.7892 -2.5460 0.4061
H 3.8096 -1.1520 -3.4944
H -2.7789 1.2915 -0.4100
H -5.9984 0.9963 2.4632
C 2.2224 -0.7871 -2.1093
C -2.2346 1.7982 4.4256
N -1.6355 0.3244 2.1412
H -2.0659 -3.3114 -2.1804
C -3.9655 -3.2958 0.4820
H -0.4742 -1.8484 -1.0906
C -2.8209 -1.1835 0.8080
C -4.1054 -0.5893 1.0472
H -3.8280 2.6734 -0.0594
C -1.6976 2.4034 3.3232
Ni -0.0268 -0.3113 -0.1158
N 1.5247 0.0783 -1.3691
C -0.5626 2.3622 1.1279
H -2.1132 -1.3723 3.2110
H 1.6873 4.1721 -1.4129
C -2.0316 -0.2979 3.2949
C 1.0637 3.6470 -0.7038
```

***

C4H5FOS | ωB97M-V with the def2-TZVPD basis set

Computed properties:
ΔE to the lowest compared entry with this formula, charge and spin = 28.17 kcal/mol
SMILES = C/C(=C\F)OC=S
HOMO-LUMO gap = 9.2 eV
multiplicity = 1

```
12
C4H5FOS, DFT ωB97M-V with the def2-TZVPD basis set
H 0.6735 -1.3060 -1.5503
C 0.2807 -0.2448 -1.6615
H -0.6669 -0.2797 -2.2235
H -1.7080 0.6500 1.1382
F -2.3653 -0.0353 -0.6240
C 0.9251 0.0513 1.8229
H 1.1348 0.3947 -2.1158
S 2.0721 0.4893 2.8600
C -0.0851 0.1840 -0.2947
H 0.0880 -0.6709 1.9883
C -1.3153 0.3162 0.1353
O 0.9664 0.4511 0.5251
```

***

C38H67N4O2PbSSbSi2Te | ωB97M-V with the def2-TZVPD basis set

Computed properties:
ΔE to the lowest compared entry with this formula, charge and spin = 21.65 kcal/mol
net charge = +2
HOMO-LUMO gap = 7.0 eV
multiplicity = 1

```
117
C38H67N4O2PbSSbSi2Te, DFT ωB97M-V with the def2-TZVPD basis set
H -0.5150 -2.2361 18.0748
H -2.9049 -11.4682 22.1172
H -3.4344 -12.1618 23.5884
C -8.4630 -9.9109 20.0561
C -6.1602 -10.0685 16.7926
C -10.4820 -8.5991 20.4380
C -6.2267 -6.9706 18.3600
H -7.8378 -12.1564 17.7460
C 2.2692 -8.4956 20.3372
C -10.3120 -6.3067 19.1850
Si 0.9825 -9.0786 21.5493
O -6.4595 -7.4890 19.4509
C -2.1135 -5.4425 24.1758
C 0.3704 -10.7758 21.3325
H -10.5491 -6.6452 21.3082
H -8.0387 -10.6247 15.8308
C -3.5341 -5.0163 26.0986
H -6.8504 -2.4068 21.2887
Sb -6.0290 -7.0879 23.2675
H -6.0765 -9.8865 14.6724
C -8.6711 -5.4379 22.9319
H -9.2487 -11.2193 17.7314
H -11.8055 -4.9326 19.9584
C -4.4097 -6.1507 24.1742
H -10.4784 -8.9850 21.4440
H -5.8430 -9.5515 17.7001
C -6.8374 -9.4411 25.1206
H 1.1349 -11.5405 21.2009
O -4.9181 -11.0819 22.5233
C -7.3740 -3.3003 21.7047
H -7.4344 -11.0646 26.3770
H -0.4015 -3.5334 16.8767
H 2.5758 -7.4824 20.6782
C -3.5399 -11.2568 22.9705
H -8.0015 -6.2452 25.5847
H 1.2248 -4.3318 20.6429
H -0.1831 -4.6857 21.6243
H 3.1294 -9.1675 20.3668
C -5.6911 -9.3458 15.5606
H 0.1616 -3.0273 20.8831
H -12.4393 -6.2999 19.1814
H -11.5056 -8.7211 20.0448
C -7.0594 -8.1102 24.8566
H -3.1856 -9.0919 23.0842
C -7.6582 -10.2498 16.7854
C -3.1614 -6.0457 23.5231
H -9.3368 -2.4897 21.4721
C -2.3226 -4.9642 25.4897
H -0.3101 -10.9236 20.4768
H -5.6686 -11.0316 16.8508
C -8.2530 -9.2843 27.0587
C -8.1458 -11.1609 17.8881
H -2.1393 -10.0355 24.1230
H -8.1743 -6.7947 17.9619
H -5.5593 -4.3881 22.0126
H 0.6895 -8.2924 23.8291
H -2.7129 -3.1414 19.9945
C -4.6107 -5.6512 25.4246
C -11.6396 -5.5781 19.1040
H -3.1729 -3.9539 18.5006
H -11.7620 -5.0309 18.1452
H -8.6983 -9.7670 27.9024
H -2.9970 -6.3793 22.5017
H -0.2008 -6.8776 21.3795
H -4.6271 -9.2837 15.5372
N -4.9761 -6.6024 17.9759
C -7.2775 -5.4545 22.7203
H -9.8935 -9.7253 18.7221
C -0.5371 -7.8851 21.2859
Te -1.5604 -7.9848 19.3907
C 1.5436 -8.7556 23.2773
C -3.1386 -9.9860 23.7347
H -1.2986 -8.0118 22.0854
H -7.1363 -6.0404 16.8067
Si -0.7367 -4.4472 19.1547
C -0.0827 -3.2189 17.8659
H -8.9988 -7.3786 27.4779
H -3.6639 -4.6240 27.0840
C 0.1763 -4.1149 20.7287
H -10.4900 -4.3568 22.6576
C -6.6146 -4.3770 22.1302
H -6.2475 -10.0051 24.4215
H -9.0284 -7.1126 20.7164
H 1.0003 -3.1938 17.7844
H -10.2375 -6.9587 18.3203
H -7.0192 -11.2557 19.6711
N -7.2489 -6.7354 17.5161
H -0.2010 -11.0880 22.2353
C -2.6142 -4.0549 19.4253
C -7.4655 -10.0170 26.2103
H -3.1308 -4.8490 19.9416
H -4.1922 -6.8398 18.5681
C -8.7770 -3.3077 21.8542
H -9.1208 -6.2859 23.4499
S -7.8539 -9.5970 21.6624
H -5.5328 -5.6612 25.9729
C -0.5713 -6.2125 18.4551
Pb -5.2963 -8.8757 20.8599
H -0.9484 -6.1522 17.4696
C -8.3837 -7.9159 26.8172
C -7.8712 -7.3205 25.7060
H 2.3404 -8.0337 23.2481
C -9.4049 -4.3243 22.4970
H 1.9045 -8.4267 19.3194
H -3.8188 -9.8424 24.5892
H -8.1477 -9.2825 16.9400
C -10.0900 -7.1415 20.4452
H 0.4928 -6.4897 18.3284
H -5.2947 -11.9433 22.4369
H -1.1274 -5.2933 23.7138
N -7.7703 -10.7414 19.2245
H -6.1076 -8.3307 15.5450
H -9.4353 -5.6510 19.1853
H 1.8253 -9.6282 23.8574
N -9.5705 -9.3627 19.6056
H -1.4787 -4.5044 26.0021
H -4.7309 -6.3203 17.0437
```

***

Quick rundown of E, same order as above: -9895.4772, -80573.6825, -19827.3643, -96207.5728 eV
Quick rundown of molecular weight, same order as above: 117.2, 510.2, 120.1, 1156.8 g/mol